DFT (the ωB97M-V functional and the def2-TZVPD basis) results for C19H15FN4O4S in the gas phase.

Geometry as ORCA input:
```
! wB97M-V def2-TZVPD RIJCOSX def2/J DEFGRID3
* xyz 0 1
O -1.61780 -3.94804 -0.90484
C -1.66335 -2.87155 -0.35962
N -0.89358 -2.51516 0.68857
H -1.00358 -1.59416 1.08581
C 0.35769 -3.17499 1.01028
C 1.47227 -2.21529 0.67901
C 1.92833 -2.11261 -0.62661
C 2.84348 -1.13477 -1.00734
C 3.27959 -0.27285 -0.03099
C 2.83985 -0.38032 1.28862
C 1.93070 -1.33647 1.66561
H 1.58273 -1.39860 2.68336
O 3.43330 0.59086 2.04830
C 4.25602 1.32342 1.16888
O 4.13700 0.79575 -0.13678
H 5.30514 1.25243 1.49923
H 3.94433 2.37991 1.16791
H 3.18759 -1.05096 -2.02428
H 1.54283 -2.78733 -1.37432
H 0.40568 -4.07981 0.40187
H 0.36822 -3.44186 2.07073
C -2.65220 -1.76956 -0.78142
N -2.00138 -0.46873 -0.75392
C -0.85961 -0.34599 -1.49420
O -0.50674 -1.17928 -2.30171
C -0.00669 0.81903 -1.15707
C 0.93020 1.39409 -1.98955
S 1.76747 2.57707 -1.10640
N 0.88389 2.24092 0.25595
N 0.02944 1.33840 0.08732
H 1.13017 1.17090 -3.01604
C -2.61213 0.63570 -0.13540
C -2.79879 1.82001 -0.84650
C -3.39162 2.91906 -0.25536
C -3.83134 2.85490 1.05618
C -3.67182 1.68607 1.77842
C -3.06406 0.59946 1.18189
F -2.89851 -0.52690 1.91213
H -3.99869 1.60500 2.80283
H -4.29795 3.71089 1.51703
H -3.51934 3.82619 -0.82537
H -2.47180 1.86287 -1.87504
H -2.98515 -2.00497 -1.79751
H -3.51345 -1.76449 -0.11372
*
```

Computed properties:
ΔE to the lowest compared entry with this formula, charge and spin = 1.7 kcal per mole
Frontier orbital gap = 8.07 eV
SMILES string = O=C(CN(C(=O)c1csnn1)c1ccccc1F)NCc1ccc2c(c1)OCO2

---

DFT (the ωB97M-V functional and the def2-TZVPD basis) results for 2 unconnected molecules or ions with the total composition C20H25N4O3P2.

Geometry as ORCA input:
```
! wB97M-V def2-TZVPD RIJCOSX def2/J DEFGRID3
* xyz 1 1
C 1.27395 -0.46333 0.42961
C 2.10560 -0.56763 -0.84278
P 1.22899 0.16169 -2.33684
C -0.44812 0.63292 -1.75792
C 1.05934 -1.31089 -3.45996
C 0.35194 -1.16521 -4.78014
N 0.77573 -2.48516 -5.37143
C 2.13947 -2.41741 -5.08580
N 3.04650 -2.95977 -5.84018
P 4.76167 -2.79013 -5.39153
N 5.42469 -3.37271 -6.85101
O 4.98950 -1.16779 -5.45997
N 2.39166 -1.70500 -3.98117
H 1.05202 0.55991 0.69837
H 0.33910 -1.00645 0.38017
H 1.85876 -0.87895 1.24411
H 2.26072 -1.62337 -1.04466
H 3.03247 -0.02340 -0.74879
H -0.29219 1.39508 -1.00560
H -0.98898 -0.16776 -1.26702
H -1.03379 1.07828 -2.54784
H 0.61612 -2.16252 -2.94453
H 0.86447 -0.47400 -5.43589
H -0.71551 -1.00800 -4.81827
H 0.35267 -3.28026 -4.89764
H 2.71348 -3.43312 -6.67437
H 5.08540 -4.32568 -6.97249
H 6.43693 -3.40694 -6.78658
H 5.94889 -1.00332 -5.45734
H 3.03431 -0.92034 -4.09955
C -1.05352 -1.01317 6.46817
C -0.47855 -1.33571 5.24334
C -0.72873 -0.55149 4.13094
C -1.56417 0.55395 4.23422
C -2.15828 0.86410 5.45940
C -1.89154 0.08318 6.57605
C -3.09314 2.01739 5.58371
O -3.60518 2.29023 6.64750
C -3.38754 2.82095 4.36474
C -4.29734 3.86663 4.44462
C -4.57206 4.63111 3.32390
C -3.93245 4.35984 2.11890
C -3.02847 3.31565 2.03213
C -2.75831 2.53666 3.15043
C -1.80939 1.39755 3.03382
O -1.24889 1.15619 1.98042
H -0.84999 -1.62255 7.33862
H 0.16713 -2.20002 5.15950
H -0.27860 -0.79717 3.17887
H -2.34363 0.33326 7.52578
H -4.79091 4.07819 5.38300
H -5.28482 5.44248 3.38742
H -4.14400 4.96340 1.24614
H -2.53345 3.10061 1.09542
*
```

Computed properties:
Frontier orbital gap = 8.14 eV

---

DFT (the ωB97M-V functional and the def2-TZVPD basis) results for 3 unconnected molecules or ions with the total composition C2H2N6O.

Geometry as ORCA input:
```
! wB97M-V def2-TZVPD RIJCOSX def2/J DEFGRID3
* xyz 0 1
C 2.34593 0.09147 -0.29299
C 2.02958 1.47815 -0.46349
N -3.82734 -0.18805 -0.56500
N -4.56060 0.64401 -0.48567
N -0.81058 -1.67035 0.86566
N 1.93162 2.57786 -0.73151
N -0.49939 -0.53483 0.69485
N 0.09144 0.39615 0.75341
O 2.39770 -0.71427 -1.20720
H 2.68000 -0.12635 0.77883
H -1.77834 -1.95378 0.65312
*
```

Computed properties:
ΔE to the lowest compared entry with this formula, charge and spin = 3.9 kcal per mole
Frontier orbital gap = 10.09 eV

---

DFT (the ωB97M-V functional and the def2-TZVPD basis) results for a molecular structure, C4H6O2.

Geometry as ORCA input:
```
! wB97M-V def2-TZVPD RIJCOSX def2/J DEFGRID3
* xyz 0 1
O 1.52424 -1.15524 1.23548
C 0.64467 -0.32721 0.68838
C -0.74240 -0.71682 0.27490
C -0.82429 0.81337 -0.05929
O -1.69001 1.52686 -0.49607
C 0.54127 1.00353 0.45977
H 2.30901 -0.66254 1.51132
H -0.40304 -0.31399 -2.58359
H -1.32668 -0.95052 1.16841
H -0.88668 -1.49710 -0.48092
H -0.25840 0.40666 -2.47915
H 1.11230 1.87299 0.76076
*
```

Computed properties:
ΔE to the lowest compared entry with this formula, charge and spin = 61.2 kcal per mole
Frontier orbital gap = 9.91 eV

---

DFT (the ωB97M-V functional and the def2-TZVPD basis) results for C2H6N2S in the gas phase.

Geometry as ORCA input:
```
! wB97M-V def2-TZVPD RIJCOSX def2/J DEFGRID3
* xyz 0 1
C 0.06802 0.64895 0.58913
C 0.54033 -0.83590 0.44343
H 0.07504 1.55716 -1.31967
H -1.21175 1.80456 -0.38400
H -0.60879 0.71850 1.39776
H 0.99709 1.19287 0.87485
H -0.12509 -2.43275 -0.80429
H -0.59796 -0.71382 -1.09370
N -0.57453 1.06584 -0.65175
N -0.12314 -1.46349 -0.56287
S 1.56077 -1.54190 1.51112
*
```

Computed properties:
ΔE to the lowest compared entry with this formula, charge and spin = 4.2 kcal per mole
Frontier orbital gap = 8.83 eV
SMILES string = NCC(N)=S

---

DFT (the ωB97M-V functional and the def2-TZVPD basis) results for a molecular structure, C8H7I.

Geometry as ORCA input:
```
! wB97M-V def2-TZVPD RIJCOSX def2/J DEFGRID3
* xyz 0 1
C 1.45287 1.79857 -1.61891
C 0.57488 2.35577 -0.86775
C 1.60856 0.48040 -1.98662
C 0.72483 -0.38106 -1.24338
C -0.45285 1.91474 -0.20001
C -0.23280 -0.01492 -0.39978
C -0.42726 -1.11354 1.89280
C -1.05337 -0.83639 0.47626
I -1.90956 2.64354 1.00380
H 2.43703 0.06344 -2.60423
H 1.09952 -1.44927 -1.21215
H 0.27062 -0.22579 1.94818
H 0.08550 -2.03933 1.85379
H -1.17451 -1.14231 2.58424
H -2.01922 -0.27601 0.51548
H -0.98425 -1.77783 -0.14172
*
```

Computed properties:
ΔE to the lowest compared entry with this formula, charge and spin = 69.1 kcal per mole
Frontier orbital gap = 8.29 eV

---

DFT (the ωB97M-V functional and the def2-TZVPD basis) results for C2H7NSi in the gas phase.

Geometry as ORCA input:
```
! wB97M-V def2-TZVPD RIJCOSX def2/J DEFGRID3
* xyz 0 1
C 0.32286 0.11377 1.35359
C 0.79545 1.37378 0.76796
N 0.60721 -0.56684 0.06474
Si -0.61282 -1.11705 -1.08567
H 0.91408 -0.25933 2.16750
H -0.80683 0.13840 1.54534
H 0.25087 2.21345 0.30406
H 1.87439 1.58257 0.87026
H -1.63605 -0.11606 -1.20580
H -1.04748 -2.27128 -0.40556
H -0.08774 -1.07369 -2.51585
*
```

Computed properties:
ΔE to the lowest compared entry with this formula, charge and spin = 69.6 kcal per mole
Frontier orbital gap (alpha / beta) = 8.89 / 8.84 eV

---

DFT (the ωB97M-V functional and the def2-TZVPD basis) results for 6 unconnected molecules or ions with the total composition C40H64N6O2S.

Geometry as ORCA input:
```
! wB97M-V def2-TZVPD RIJCOSX def2/J DEFGRID3
* xyz 0 1
C -1.73829 -0.40493 1.20343
C -0.56462 -0.85187 0.31929
C -0.85542 -0.74151 -1.18833
C -0.06726 -1.75112 -2.05625
C 1.44859 -1.82666 -1.77236
C 2.32027 -1.10218 -2.81630
C 2.28993 0.45261 -2.72435
C 3.71052 1.00367 -2.37589
C 3.80802 1.82483 -1.06955
C 2.93019 1.30591 0.07727
C 3.25985 1.88868 1.48001
C 3.88156 3.29271 1.49661
C 2.88400 4.42148 1.30690
C 1.68015 4.28992 0.64615
C 0.82889 5.36315 0.53863
S -0.72966 5.19568 -0.35124
C 1.10119 6.59266 1.08266
C 2.29926 6.73329 1.72951
C 3.17123 5.66298 1.82423
C 4.38203 6.16280 2.56544
O 5.32903 5.57696 3.02317
N 4.29236 7.60675 2.66219
C 2.90348 7.92147 2.44331
O 2.31382 8.91055 2.79085
H -2.58521 -1.07141 1.01246
H -1.96253 0.64239 0.98890
H -1.41957 -0.52843 2.24393
H -0.30229 -1.89652 0.50864
H 0.34756 -0.27452 0.52070
H -1.92484 -0.93345 -1.34302
H -0.64392 0.26240 -1.57893
H -0.17966 -1.48840 -3.11490
H -0.51208 -2.73948 -1.90891
H 1.74774 -1.47346 -0.78002
H 1.73156 -2.88550 -1.81267
H 3.32870 -1.53455 -2.75846
H 1.92933 -1.39342 -3.80778
H 1.49924 0.83051 -2.07803
H 2.05761 0.80267 -3.73520
H 3.99887 1.68693 -3.18530
H 4.49012 0.23417 -2.34440
H 3.61540 2.89623 -1.20241
H 4.84839 1.74784 -0.72632
H 3.08441 0.22021 0.14429
H 1.86688 1.41747 -0.15138
H 2.32335 1.89312 2.04824
H 3.93650 1.20298 1.99496
H 4.73639 3.40543 0.82706
H 4.28587 3.44409 2.50228
H 1.39668 3.35113 0.19293
H -0.38449 5.67446 -1.56740
H 0.43620 7.44391 1.01877
H 4.75458 8.06512 1.87796
C -2.83403 0.74256 -6.10153
C -2.92248 -0.67934 -6.64493
C -2.07037 -1.67401 -5.84953
C -0.65302 -1.29280 -5.89598
N 0.45715 -0.98541 -5.92740
H -1.81736 1.13317 -6.16692
H -3.47656 1.40986 -6.67634
H -3.15067 0.78397 -5.05745
H -2.61000 -0.68297 -7.69121
H -3.96279 -1.00869 -6.62024
H -2.17424 -2.67765 -6.26247
H -2.39016 -1.70359 -4.80626
C 7.20413 -1.08258 -6.16769
C 5.88347 -1.84365 -6.12270
C 4.93433 -1.33010 -5.03455
C 5.54740 -1.47325 -3.70725
N 6.03525 -1.58716 -2.66886
H 7.76291 -1.19562 -5.23741
H 7.83412 -1.46047 -6.97338
H 7.03714 -0.01734 -6.34010
H 6.08748 -2.90404 -5.96042
H 5.38683 -1.75732 -7.09069
H 4.00222 -1.89430 -5.05107
H 4.69700 -0.27759 -5.19977
C 2.65525 -7.18621 0.66461
C 3.36141 -6.00285 0.01202
C 2.94006 -4.65499 0.60622
C 1.49957 -4.43661 0.42231
N 0.36743 -4.27551 0.28025
H 1.57585 -7.14123 0.51245
H 3.00599 -8.12382 0.23262
H 2.84920 -7.21519 1.73882
H 3.15572 -6.01046 -1.06033
H 4.44010 -6.11834 0.13203
H 3.47975 -3.84138 0.11874
H 3.16666 -4.61918 1.67289
C -5.08556 0.45878 4.71178
C -5.65240 -0.94899 4.84305
C -4.77130 -2.00988 4.17328
C -4.63928 -1.74408 2.73408
N -4.53840 -1.53470 1.60511
H -5.02033 0.77057 3.66741
H -5.72757 1.17474 5.22606
H -4.08808 0.52218 5.15139
H -6.65442 -0.97286 4.40501
H -5.75867 -1.18976 5.89787
H -5.20657 -3.00101 4.30422
H -3.77616 -2.01624 4.62102
C -9.98403 1.06286 7.34727
C -10.09042 -0.36027 6.81054
C -9.28634 -1.37074 7.63636
C -7.85915 -1.02336 7.62828
N -6.73972 -0.74890 7.62295
H -8.95696 1.42906 7.30980
H -10.59291 1.74094 6.74937
H -10.33056 1.11939 8.38109
H -9.74717 -0.37826 5.77410
H -11.13858 -0.66446 6.80606
H -9.40290 -2.37372 7.22487
H -9.63714 -1.38690 8.66918
*
```

Computed properties:
Frontier orbital gap = 9.25 eV
SMILES string = CCCCCCCCCCCCc1cc(S)cc2c1C(=O)NC2=O.CCCC#N.CCCC#N.CCCC#N.CCCC#N.CCCC#N

---

Number 1: calculated total energy -47648.8363 eV, largest force on an atom 1.626 eV Å⁻¹. Number 2: calculated total energy -51821.2056 eV, largest force on an atom 1.653 eV Å⁻¹. Number 3: calculated total energy -13091.5159 eV, largest force on an atom 3.966 eV Å⁻¹. Number 4: calculated total energy -8337.8080 eV, largest force on an atom 0.550 eV Å⁻¹. Number 5: calculated total energy -15986.6183 eV, largest force on an atom 3.125 eV Å⁻¹. Number 6: calculated total energy -16503.7530 eV, largest force on an atom 4.638 eV Å⁻¹. Number 7: calculated total energy -11551.4801 eV, largest force on an atom 3.372 eV Å⁻¹. Number 8: calculated total energy -66387.9584 eV, largest force on an atom 1.790 eV Å⁻¹.